Density functional theory data (ωB97M-V/def2-TZVPD) for a 2-piece molecular cluster, C3H11N2O overall in a non-equilibrium geometry.

Geometry as XYZ:
```
17
Properties=species:S:1:pos:R:3:forces:R:3
C -1.1932 1.4714 -1.0177 0.13 0.35 0.68
C 0.0477 1.8795 -0.2035 -0.20 -0.61 -0.36
N 0.1540 1.1266 1.0293 -0.32 0.26 -0.87
C 0.6407 -0.1568 0.9451 -0.07 -0.99 1.42
N 0.1996 -1.0955 1.9013 -0.58 0.63 -0.25
H -1.0858 0.4452 -1.3525 0.06 -0.04 -0.37
H -1.4102 2.1799 -1.8197 0.17 -0.27 -0.18
H -2.0433 1.4705 -0.3445 -0.27 0.09 0.12
H 0.0306 2.9348 0.0371 -0.02 0.26 0.00
H 0.9373 1.6758 -0.8117 0.08 0.26 -0.02
H 0.1153 1.6853 1.8643 0.44 -0.31 0.34
H 1.2774 -0.5515 0.1843 0.23 0.38 -0.53
H -0.2266 -0.7128 2.7260 0.02 -0.13 0.12
H 0.6370 -1.9884 2.0152 0.30 0.11 -0.10
H -0.2595 -2.4129 -2.7343 -0.08 0.08 0.02
H 0.8434 -3.3838 -2.3738 0.08 -0.08 0.03
O 0.2293 -2.7578 -1.9818 0.02 0.01 -0.04
```
Positions in Å, forces in eV/Å.

Results
Multiplicity: 2
Electronic energy: -305.5718 Ha
Gap between HOMO and LUMO (alpha / beta): 0.210 / 0.347 Eh
Net charge: 0
Relative energy (zero: lowest compared OMol25 entry of this formula, charge and spin): 0.0 kcal/mol
Highest occupied orbital energy (alpha / beta): -4.814 / -8.553 eV